1.
Below is a molecular structure, C12H28HgN6O6S in a non-equilibrium geometry, with properties calculated with wB97M-V/def2-TZVPD.

XYZ file:
```
54
Properties=species:S:1:pos:R:3:nbo_charge:R:1
O 0.24 -2.18 -4.48 -0.4190
H -0.60 -1.87 -4.06 0.4183
Hg 0.08 0.02 -0.76 1.3415
N 1.76 -1.24 -0.66 -0.2384
N -0.75 -1.93 0.34 -0.2160
N 0.78 1.98 -0.15 -0.2594
N -1.24 1.02 1.49 -0.2852
O 2.93 -0.84 -0.85 -0.6084
O 1.84 2.45 -0.93 -0.5376
O -2.52 0.51 1.75 -0.5858
O -1.76 -2.20 1.02 -0.6734
C -0.01 -2.89 -0.28 0.0441
C 1.30 -2.51 -0.84 0.0654
C 0.08 2.83 0.58 0.1550
C -1.07 2.36 1.32 0.1609
C 2.20 -3.31 -1.72 -0.6660
H 2.33 -2.79 -2.69 0.2262
H 1.76 -4.31 -1.86 0.2053
H 3.17 -3.32 -1.18 0.2349
C -0.65 -4.24 -0.41 -0.6605
H -1.64 -4.12 -0.88 0.2226
H -0.80 -4.63 0.61 0.2225
H 0.01 -4.89 -1.02 0.2067
C 0.54 4.25 0.68 -0.6788
C -1.87 3.24 2.20 -0.6732
H 1.20 4.49 -0.17 0.2613
H 1.12 4.40 1.62 0.2289
H -0.33 4.93 0.69 0.2271
H -2.44 2.62 2.91 0.2291
H -2.55 3.84 1.58 0.2421
H -1.20 3.92 2.75 0.2245
H 2.08 1.69 -1.52 0.5111
H -2.45 -0.50 1.59 0.5303
C -1.71 0.21 -1.67 -1.1880
H -1.52 -0.09 -2.74 0.2024
H -1.69 1.26 -1.42 0.2001
H -2.34 -0.43 -1.08 0.2270
O 2.19 0.89 -4.09 -0.9404
H 1.92 0.04 -4.54 0.4857
H 1.45 1.09 -3.55 0.4556
C 1.45 -0.81 5.67 -0.4239
N 1.20 -0.18 4.37 -0.5516
C 0.01 0.05 3.82 0.3094
S 0.20 0.19 2.13 0.5842
N -1.12 0.13 4.51 -0.5909
C -1.20 0.90 5.77 -0.4194
H 0.48 -1.00 6.15 0.2222
H 2.07 -0.09 6.25 0.2183
H 2.02 -1.75 5.52 0.2333
H 1.92 -0.21 3.66 0.4230
H -1.96 0.11 3.92 0.4394
H -1.84 1.80 5.64 0.2234
H -1.65 0.23 6.52 0.2188
H -0.18 1.19 6.05 0.2150
```

M = 585.05 u
E = -1805.0481 Ha
HOMO-LUMO gap (alpha / beta) = 3.7 / 4.1 eV
Net charge = 0
LUMO level (alpha / beta) = -1.6 / -1.2 eV

***

2.
Below is 3 unconnected molecules or ions with the total composition C12H28IN2O9PS4Si in a non-equilibrium geometry, with properties calculated with wB97M-V/def2-TZVPD.

XYZ file:
```
58
Properties=species:S:1:pos:R:3:nbo_charge:R:1
C -2.42 -3.37 3.11 -0.6268
C -3.49 -2.23 3.00 -0.2260
N -3.16 -1.25 1.95 -0.5536
C -3.99 -0.02 2.02 -0.2210
C -3.02 1.20 2.30 -0.6203
C -3.13 -1.81 0.64 -0.0571
S -3.97 -3.13 0.11 0.0450
S -1.98 -0.96 -0.54 0.1796
C -0.43 -1.94 -0.44 -0.5097
C 0.56 -1.47 0.68 -0.4248
C 0.72 0.08 0.79 -0.8771
Si 1.61 0.52 2.44 0.7920
I 3.02 -1.43 3.15 -0.2641
P 0.11 0.92 4.04 0.8094
N 1.01 1.18 5.53 -1.1473
O -0.85 -0.49 4.23 -0.9730
H -2.81 -4.08 3.87 0.2221
H -1.46 -2.95 3.46 0.2139
H -2.27 -3.91 2.16 0.2144
H -3.41 -1.68 3.97 0.2094
H -4.52 -2.63 2.95 0.1988
H -4.77 -0.07 2.80 0.2140
H -4.50 0.15 1.05 0.2041
H -3.34 2.12 1.78 0.2175
H -2.03 0.89 1.91 0.2055
H -2.88 1.34 3.39 0.2185
H 0.03 -1.94 -1.43 0.2395
H -0.71 -2.99 -0.20 0.2312
H 0.26 -1.97 1.63 0.2110
H 1.55 -1.88 0.42 0.2296
H 1.40 0.43 -0.02 0.2410
H -0.23 0.64 0.80 0.2544
H 2.50 1.67 2.35 -0.1476
H 1.34 2.14 5.57 0.3940
H 0.44 0.95 6.34 0.3962
H -1.18 -0.66 3.34 0.5000
C 1.17 -1.69 -5.85 -0.0999
C 1.61 -0.24 -5.90 -0.1036
O 0.57 0.49 -5.23 -0.6817
S -0.05 -0.44 -4.06 2.5285
O 0.57 -0.08 -2.83 -0.9171
O -1.47 -0.48 -4.23 -0.8668
O 0.57 -1.84 -4.56 -0.6799
H 0.40 -1.90 -6.60 0.1961
H 2.00 -2.38 -5.97 0.2167
H 1.73 0.13 -6.92 0.2187
H 2.54 -0.09 -5.35 0.1955
C 2.48 2.77 -2.48 -0.1021
C 2.49 3.61 -1.22 -0.1023
O 3.86 3.70 -0.85 -0.6796
S 4.78 3.70 -2.18 2.5238
O 5.11 5.05 -2.51 -0.8889
O 5.77 2.68 -2.04 -0.8861
O 3.65 3.19 -3.21 -0.6857
H 2.58 1.71 -2.25 0.1987
H 1.59 2.93 -3.08 0.2159
H 1.90 3.16 -0.42 0.2140
H 2.12 4.62 -1.42 0.1931
```

M = 658.59 u
E = -3781.9496 Ha
HOMO-LUMO gap = 7.1 eV
Net charge = 0
LUMO level = -0.5 eV

***

3.
Below is 2 unconnected molecules or ions with the total composition C12H28N2O4 in a non-equilibrium geometry, with properties calculated with wB97M-V/def2-TZVPD.

XYZ file:
```
46
Properties=species:S:1:pos:R:3:nbo_charge:R:1
C 1.18 -1.63 1.21 -0.6977
C 1.10 -1.40 -0.41 0.1042
O -0.27 -1.72 -0.88 -0.7839
C 1.56 0.15 -0.86 -0.2730
N 0.31 0.77 -1.48 -0.6685
C -0.35 1.76 -0.49 -0.2630
C -1.71 2.30 -1.21 -0.0989
O -2.97 1.91 -0.54 -0.5337
C -3.32 0.51 -0.78 0.3626
C -4.46 -0.09 0.29 -0.2954
N -4.32 -1.59 0.23 -0.5358
C -4.28 -2.20 -1.15 -0.2880
C -3.84 -1.22 -2.37 -0.1141
O -3.87 0.22 -2.11 -0.5363
H 0.23 -1.29 1.80 0.1734
H 2.12 -1.11 1.72 0.3267
H 1.31 -2.79 1.38 0.1871
H 1.80 -2.22 -0.91 0.1711
H -0.51 -2.67 -0.66 0.4544
H 2.44 0.00 -1.66 0.2274
H 1.92 0.71 0.11 0.2759
H 0.58 1.29 -2.36 0.3589
H 0.41 2.63 -0.17 0.2124
H -0.66 1.15 0.46 0.2013
H -1.72 1.89 -2.32 0.1993
H -1.68 3.49 -1.30 0.2133
H -2.36 -0.18 -0.60 0.1990
H -5.50 0.18 -0.22 0.2414
H -4.35 0.38 1.36 0.2717
H -5.18 -1.99 0.71 0.4460
H -3.50 -1.90 0.81 0.4557
H -3.47 -3.07 -1.10 0.2551
H -5.31 -2.76 -1.32 0.2400
H -4.60 -1.42 -3.27 0.2302
H -2.76 -1.47 -2.82 0.2435
C 5.05 0.73 3.08 -0.6213
C 5.08 0.66 1.54 0.1274
C 5.17 2.08 0.96 -0.6216
O 3.93 0.13 1.15 -0.9859
H 4.20 1.32 3.46 0.1812
H 5.00 -0.26 3.53 0.1889
H 5.97 1.21 3.45 0.1633
H 6.02 0.16 1.28 0.0747
H 4.33 2.71 1.26 0.1793
H 5.21 2.06 -0.13 0.1869
H 6.09 2.57 1.31 0.1649
```

M = 264.37 u
E = -884.1209 Ha
HOMO-LUMO gap = 2.9 eV
Energy relative to the best compared isomer or geometry (same formula, charge and spin) = 206.5 kcal per mole
Net charge = 0
LUMO level = -1.7 eV

***

4.
Below is a molecular structure, C12H28N5O7Pb in a non-equilibrium geometry, with properties calculated with wB97M-V/def2-TZVPD.

XYZ file:
```
53
Properties=species:S:1:pos:R:3:nbo_charge:R:1
Pb 3.00 4.84 -3.51 1.3881
N 0.21 0.58 -1.65 0.7033
O 0.64 1.51 -2.34 -0.4067
O 0.95 -0.36 -1.36 -0.3586
O -0.80 0.76 -1.00 -0.3323
C -2.97 6.82 -3.00 -0.7252
C -2.23 5.94 -4.00 0.7002
O -1.08 6.05 -4.33 -0.6623
N -3.07 4.98 -4.54 -0.6237
C -2.63 4.19 -5.65 -0.4184
H -2.64 7.86 -2.91 0.2429
H -3.03 6.43 -1.99 0.2409
H -4.02 6.83 -3.28 0.2306
H -3.88 4.59 -4.08 0.4069
H -3.46 3.63 -6.08 0.2152
H -1.96 3.39 -5.35 0.1841
H -2.12 4.82 -6.39 0.2135
C 3.07 -7.36 3.37 -0.7115
C 3.65 -6.18 2.73 0.6490
O 4.51 -6.38 1.86 -0.6548
N 3.19 -5.04 3.17 -0.5981
C 3.60 -3.70 2.58 -0.4226
H 3.02 -7.99 2.49 0.2673
H 2.23 -7.10 4.01 0.1916
H 3.74 -7.68 4.17 0.2400
H 2.44 -5.20 3.82 0.3951
H 4.38 -3.29 3.23 0.2072
H 2.76 -3.01 2.51 0.2017
H 3.85 -3.78 1.52 0.2351
C 0.24 5.48 2.50 -0.7290
C 0.59 6.58 1.54 0.6811
O 1.05 6.42 0.44 -0.6727
N 0.17 7.75 2.01 -0.5917
C -0.04 8.99 1.37 -0.4140
H 0.50 4.49 2.13 0.2374
H -0.85 5.36 2.52 0.2399
H 0.69 5.54 3.49 0.2381
H -0.15 7.76 2.97 0.3900
H 0.56 9.08 0.47 0.2189
H 0.17 9.73 2.14 0.2092
H -1.07 9.16 1.07 0.1942
C -0.13 -6.46 -0.77 -0.7035
C -0.65 -7.74 -0.22 0.6535
O -0.20 -8.83 -0.73 -0.6481
N -1.60 -7.66 0.71 -0.6021
C -2.12 -8.86 1.35 -0.4250
H 0.21 -5.80 0.03 0.2167
H -0.97 -5.96 -1.24 0.2265
H 0.58 -6.76 -1.54 0.2571
H -1.68 -6.81 1.26 0.3878
H -1.41 -9.13 2.13 0.1925
H -2.16 -9.63 0.57 0.2385
H -3.11 -8.83 1.81 0.2060
```

M = 561.58 u
E = -1466.7410 Ha
HOMO-LUMO gap = 1.9 eV
Net charge = +1
LUMO level = -8.4 eV

***

Repeat the third record exactly.
Below is 2 unconnected molecules or ions with the total composition C12H28N2O4 in a non-equilibrium geometry, with properties calculated with wB97M-V/def2-TZVPD.

XYZ file:
```
46
Properties=species:S:1:pos:R:3:nbo_charge:R:1
C 1.18 -1.63 1.21 -0.6977
C 1.10 -1.40 -0.41 0.1042
O -0.27 -1.72 -0.88 -0.7839
C 1.56 0.15 -0.86 -0.2730
N 0.31 0.77 -1.48 -0.6685
C -0.35 1.76 -0.49 -0.2630
C -1.71 2.30 -1.21 -0.0989
O -2.97 1.91 -0.54 -0.5337
C -3.32 0.51 -0.78 0.3626
C -4.46 -0.09 0.29 -0.2954
N -4.32 -1.59 0.23 -0.5358
C -4.28 -2.20 -1.15 -0.2880
C -3.84 -1.22 -2.37 -0.1141
O -3.87 0.22 -2.11 -0.5363
H 0.23 -1.29 1.80 0.1734
H 2.12 -1.11 1.72 0.3267
H 1.31 -2.79 1.38 0.1871
H 1.80 -2.22 -0.91 0.1711
H -0.51 -2.67 -0.66 0.4544
H 2.44 0.00 -1.66 0.2274
H 1.92 0.71 0.11 0.2759
H 0.58 1.29 -2.36 0.3589
H 0.41 2.63 -0.17 0.2124
H -0.66 1.15 0.46 0.2013
H -1.72 1.89 -2.32 0.1993
H -1.68 3.49 -1.30 0.2133
H -2.36 -0.18 -0.60 0.1990
H -5.50 0.18 -0.22 0.2414
H -4.35 0.38 1.36 0.2717
H -5.18 -1.99 0.71 0.4460
H -3.50 -1.90 0.81 0.4557
H -3.47 -3.07 -1.10 0.2551
H -5.31 -2.76 -1.32 0.2400
H -4.60 -1.42 -3.27 0.2302
H -2.76 -1.47 -2.82 0.2435
C 5.05 0.73 3.08 -0.6213
C 5.08 0.66 1.54 0.1274
C 5.17 2.08 0.96 -0.6216
O 3.93 0.13 1.15 -0.9859
H 4.20 1.32 3.46 0.1812
H 5.00 -0.26 3.53 0.1889
H 5.97 1.21 3.45 0.1633
H 6.02 0.16 1.28 0.0747
H 4.33 2.71 1.26 0.1793
H 5.21 2.06 -0.13 0.1869
H 6.09 2.57 1.31 0.1649
```

M = 264.37 u
E = -884.1209 Ha
HOMO-LUMO gap = 2.9 eV
Energy relative to the best compared isomer or geometry (same formula, charge and spin) = 206.5 kcal per mole
Net charge = 0
LUMO level = -1.7 eV